(P)
{"formula": "C7H12", "method": "wB97M-V/def2-TZVPD", "orbital_gap_ev": 10.9, "smiles": "CC1CC2(CC2)C1", "total_charge": 0, "symbols": ["C", "C", "C", "C", "C", "C", "C", "H", "H", "H", "H", "H", "H", "H", "H", "H", "H", "H", "H"], "positions_angstrom": [[0.060, -1.442, -1.813], [0.788, -0.488, 0.696], [-0.842, -2.013, -0.755], [0.802, 2.121, 1.289], [-0.132, -0.716, -0.512], [-0.757, 0.673, -0.340], [0.039, 0.842, 0.982], [1.872, -0.465, 0.530], [-0.430, -1.010, -2.684], [1.381, 2.506, 0.442], [-0.631, 0.664, 1.829], [-0.456, 1.372, -1.130], [1.496, 1.948, 2.121], [-1.917, -2.016, -0.915], [0.105, 2.906, 1.603], [-1.846, 0.707, -0.232], [0.994, -1.950, -2.040], [0.578, -1.174, 1.515], [-0.465, -2.875, -0.208]], "lowdin_charge": [-0.09, -0.08, -0.10, -0.08, -0.42, -0.08, -0.35, 0.11, 0.10, 0.08, 0.13, 0.11, 0.07, 0.10, 0.07, 0.11, 0.10, 0.10, 0.10]}



(Q)
{"formula": "C7H12", "method": "wB97M-V/def2-TZVPD", "orbital_gap_ev": 9.5, "smiles": "C/C=C/C=C/CC", "total_charge": 0, "symbols": ["C", "C", "C", "C", "C", "C", "C", "H", "H", "H", "H", "H", "H", "H", "H", "H", "H", "H", "H"], "positions_angstrom": [[-1.109, 0.440, 0.747], [2.860, -1.750, -1.288], [-3.150, 1.300, 1.957], [1.996, -0.495, -1.416], [0.043, 0.521, -0.141], [0.726, -0.533, -0.572], [-2.130, 1.302, 0.889], [-2.839, 1.806, 2.884], [-1.257, -0.572, 1.123], [-2.111, 2.254, 0.346], [0.383, -1.580, -0.533], [2.614, 0.349, -1.102], [-3.970, 1.913, 1.518], [3.732, -1.815, -1.980], [3.026, -2.049, -0.239], [-3.459, 0.307, 2.307], [1.871, -0.317, -2.501], [2.206, -2.549, -1.662], [0.569, 1.466, -0.337]], "lowdin_charge": [-0.13, -0.14, -0.13, -0.28, -0.13, -0.12, -0.18, 0.08, 0.11, 0.10, 0.11, 0.10, 0.08, 0.08, 0.08, 0.08, 0.11, 0.06, 0.12]}



The structure with the most favorable energy is (P); the runner-up is 0.126 eV above it.



(P)
{"formula": "C7H12", "method": "wB97M-V/def2-TZVPD", "orbital_gap_ev": 8.7, "total_charge": 0, "symbols": ["C", "C", "C", "C", "C", "C", "C", "H", "H", "H", "H", "H", "H", "H", "H", "H", "H", "H", "H"], "positions_angstrom": [[-0.354, 1.044, -1.346], [1.263, 0.355, 0.225], [2.055, -0.922, 0.441], [-1.079, 0.950, -0.068], [0.917, 0.645, -1.214], [-2.356, -0.794, 0.038], [-0.109, 0.348, 0.920], [-2.642, -0.431, 1.028], [-1.565, -1.194, -0.596], [-1.743, 1.756, 0.223], [-3.276, -1.202, -0.409], [-0.425, -0.709, 1.042], [1.632, 0.564, -2.029], [1.488, -1.783, 0.067], [2.269, -1.077, 1.505], [-0.821, 1.357, -2.274], [3.003, -0.879, -0.104], [-0.107, 0.780, 1.926], [1.849, 1.193, 0.625]], "lowdin_charge": [-0.11, -0.38, -0.08, -0.16, -0.06, 0.02, -0.19, 0.03, 0.02, 0.10, 0.00, 0.09, 0.11, 0.08, 0.08, 0.10, 0.08, 0.12, 0.14]}



(Q)
{"formula": "C7H12", "method": "wB97M-V/def2-TZVPD", "orbital_gap_ev": 3.9, "total_charge": 0, "symbols": ["C", "C", "C", "C", "C", "C", "C", "H", "H", "H", "H", "H", "H", "H", "H", "H", "H", "H", "H"], "positions_angstrom": [[-0.408, 0.197, 1.367], [0.381, -0.925, 1.778], [-0.400, 0.430, -1.818], [-0.105, 0.743, -0.007], [-1.545, 0.781, 1.949], [0.792, 0.931, -2.603], [0.932, -1.797, 0.744], [1.065, 0.868, 0.001], [-0.687, 1.677, 0.073], [1.492, -1.292, -0.125], [-2.165, 0.068, 2.706], [-1.884, 1.806, 1.705], [0.780, -1.081, 2.757], [0.647, 1.855, -3.294], [1.765, -2.448, 1.278], [1.403, 0.232, -3.130], [-0.752, -0.696, -1.603], [0.116, -2.388, 0.171], [-1.430, 1.041, -1.949]], "lowdin_charge": [-0.39, -0.07, -0.24, -0.15, 0.02, -0.06, -0.12, 0.11, 0.06, 0.10, 0.10, 0.05, 0.10, 0.05, 0.11, 0.00, 0.10, 0.11, 0.11]}



(R)
{"formula": "C7H12", "method": "wB97M-V/def2-TZVPD", "orbital_gap_ev": 9.2, "smiles": "C/C=C1/C=CCC1.[H][H]", "total_charge": 0, "symbols": ["C", "C", "C", "C", "C", "C", "C", "H", "H", "H", "H", "H", "H", "H", "H", "H", "H", "H", "H"], "positions_angstrom": [[1.312, -1.682, -0.476], [-0.042, 0.175, -0.356], [-0.077, -0.438, 1.030], [-0.522, 2.595, 0.164], [1.047, -1.497, 1.002], [-0.333, 1.419, -0.744], [0.632, -0.805, -1.219], [0.179, 3.379, -0.149], [-0.275, 1.634, -1.812], [-2.100, -1.750, -0.866], [-1.046, -0.937, 1.166], [0.685, -0.698, -2.299], [-2.406, -1.079, -0.778], [2.036, -2.395, -0.857], [0.751, -2.436, 1.485], [1.943, -1.139, 1.526], [-0.279, 2.333, 1.198], [-1.526, 3.032, 0.144], [0.021, 0.288, 1.842]], "lowdin_charge": [-0.09, -0.31, -0.15, -0.10, -0.18, -0.12, -0.09, 0.07, 0.10, 0.05, 0.09, 0.11, 0.05, 0.10, 0.11, 0.11, 0.06, 0.07, 0.10]}



(S)
{"formula": "C7H12", "method": "wB97M-V/def2-TZVPD", "orbital_gap_ev": 8.5, "total_charge": 0, "symbols": ["C", "C", "C", "C", "C", "C", "C", "H", "H", "H", "H", "H", "H", "H", "H", "H", "H", "H", "H"], "positions_angstrom": [[1.824, 1.872, 0.264], [-0.518, -0.638, -0.082], [-1.816, -1.028, -0.718], [0.627, -0.068, -0.880], [-0.950, -2.061, -0.045], [-0.490, 0.278, 1.105], [0.549, 1.361, -0.352], [-1.445, 0.412, 1.630], [0.515, -0.163, -1.966], [1.678, 2.813, 0.798], [-0.448, 1.434, 0.429], [-1.273, -2.459, 0.911], [-1.865, -1.032, -1.803], [-0.403, -2.763, -0.666], [0.310, 0.106, 1.827], [2.329, 1.147, 0.921], [1.570, -0.566, -0.600], [-2.741, -0.728, -0.234], [2.547, 2.084, -0.540]], "lowdin_charge": [-0.15, -0.52, -0.08, -0.17, -0.08, -0.01, -0.14, 0.11, 0.11, 0.07, 0.10, 0.10, 0.10, 0.10, 0.10, 0.07, 0.11, 0.10, 0.09]}



The structure with the most favorable energy is (R); the runner-up is 1.812 eV above it.



(P)
{"formula": "C7H12", "method": "wB97M-V/def2-TZVPD", "orbital_gap_ev": 9.5, "smiles": "CC1=C[C@@H](C)C=C1.[H][H]", "total_charge": 0, "symbols": ["C", "C", "C", "C", "C", "C", "C", "H", "H", "H", "H", "H", "H", "H", "H", "H", "H", "H", "H"], "positions_angstrom": [[0.924, 0.565, -1.213], [1.350, 0.596, 0.233], [-0.413, 0.497, -1.282], [-2.461, 0.533, 0.326], [0.029, 0.556, 0.960], [2.267, -0.572, 0.605], [-0.984, 0.497, 0.079], [-2.696, 0.433, 1.389], [-2.891, 1.475, -0.037], [-0.776, -2.164, -0.554], [3.198, -0.542, 0.030], [1.761, -1.521, 0.395], [-1.020, 0.474, -2.182], [1.618, 0.577, -2.048], [-1.261, -2.723, -0.638], [2.517, -0.547, 1.671], [-2.970, -0.272, -0.216], [-0.061, 0.592, 2.043], [1.869, 1.546, 0.442]], "lowdin_charge": [-0.07, -0.37, -0.07, -0.06, -0.04, -0.07, -0.32, 0.08, 0.08, 0.02, 0.08, 0.08, 0.11, 0.11, 0.05, 0.08, 0.07, 0.12, 0.15]}



(Q)
{"formula": "C7H12", "method": "wB97M-V/def2-TZVPD", "orbital_gap_ev": 9.4, "smiles": "C=C/C=C(/C)CC", "total_charge": 0, "symbols": ["C", "C", "C", "C", "C", "C", "C", "H", "H", "H", "H", "H", "H", "H", "H", "H", "H", "H", "H"], "positions_angstrom": [[0.906, 1.069, -1.678], [1.815, 0.954, 1.336], [0.429, 0.040, -0.642], [-0.813, -0.422, -0.726], [-1.531, -0.908, 0.456], [1.497, -0.208, 0.388], [-2.832, -0.930, 0.715], [1.949, 1.032, -2.009], [-3.261, -1.153, 1.686], [-1.413, -0.054, -1.554], [-3.577, -0.791, -0.056], [-0.919, -1.473, 1.146], [1.850, 0.608, 2.366], [0.370, 0.951, -2.618], [0.983, 1.669, 1.374], [2.721, 1.487, 1.065], [1.257, -1.108, 0.975], [0.843, 2.000, -1.103], [2.386, -0.547, -0.146]], "lowdin_charge": [-0.05, -0.09, -0.30, -0.08, -0.19, -0.23, -0.01, 0.07, 0.05, 0.11, 0.05, 0.09, 0.07, 0.07, 0.08, 0.07, 0.10, 0.08, 0.11]}



(R)
{"formula": "C7H12", "method": "wB97M-V/def2-TZVPD", "orbital_gap_ev": 10.2, "smiles": "CC1=CC1.C=CC", "total_charge": 0, "symbols": ["C", "C", "C", "C", "C", "C", "C", "H", "H", "H", "H", "H", "H", "H", "H", "H", "H", "H", "H"], "positions_angstrom": [[0.716, -1.462, -1.535], [0.379, 1.851, 0.026], [-0.566, 1.235, 0.982], [1.804, -1.433, -0.501], [-0.585, -1.416, -1.259], [-2.023, 0.951, 1.218], [-0.849, 0.661, 2.107], [-0.539, 0.268, 3.063], [2.304, -2.407, -0.432], [0.180, 2.926, -0.052], [1.402, -1.183, 0.486], [0.246, 1.414, -0.970], [2.576, -0.697, -0.757], [-1.339, -1.449, -2.041], [-2.703, 1.775, 1.460], [-0.939, -1.342, -0.232], [1.417, 1.708, 0.339], [1.036, -1.537, -2.575], [-2.517, 0.138, 0.674]], "lowdin_charge": [-0.25, -0.05, -0.28, -0.12, -0.02, -0.13, -0.01, 0.09, 0.07, 0.08, 0.07, 0.07, 0.07, 0.06, 0.07, 0.05, 0.08, 0.09, 0.06]}



(S)
{"formula": "C7H12", "method": "wB97M-V/def2-TZVPD", "orbital_gap_ev": 9.9, "smiles": "C=C(C)C(=C)CC", "total_charge": 0, "symbols": ["C", "C", "C", "C", "C", "C", "C", "H", "H", "H", "H", "H", "H", "H", "H", "H", "H", "H", "H"], "positions_angstrom": [[-2.239, -0.636, -0.539], [1.160, -1.372, 1.010], [1.838, -0.162, -1.071], [-1.434, 0.129, 0.561], [-0.102, 0.680, 0.155], [0.080, 1.971, -0.110], [1.034, -0.288, -0.014], [-2.592, -1.601, -0.201], [1.535, 0.497, -1.875], [0.961, -1.018, 2.024], [2.131, -1.867, 1.069], [-3.089, -0.056, -0.896], [-1.542, -0.682, -1.380], [2.811, -0.628, -1.145], [0.899, 2.549, -0.503], [-1.249, -0.635, 1.323], [-2.090, 0.812, 1.103], [0.426, -2.156, 0.805], [-0.795, 2.566, 0.172]], "lowdin_charge": [-0.07, -0.07, 0.05, -0.22, -0.31, 0.07, -0.33, 0.06, 0.06, 0.08, 0.08, 0.06, 0.07, 0.06, 0.07, 0.09, 0.11, 0.08, 0.06]}



The structure with the most favorable energy is (S); the runner-up is 0.058 eV above it.